{
  "formula": "C20H45N8O3P3S",
  "method": "ωB97M-V/def2-TZVPD",
  "homo_lumo_gap_ev": 6.524,
  "smiles": "CN(C)P(=O)(N(C)C)N(C)C.CN(C)P(=O)(N(C)C)N(C)C.CP(C)c1ccc(O)c2nsnc12",
  "elements": ["C", "N", "C", "P", "O", "N", "C", "C", "N", "C", "C", "H", "H", "H", "H", "H", "H", "H", "H", "H", "H", "H", "H", "H", "H", "H", "H", "H", "H", "C", "N", "C", "P", "O", "N", "C", "C", "N", "C", "C", "H", "H", "H", "H", "H", "H", "H", "H", "H", "H", "H", "H", "H", "H", "H", "H", "H", "H", "C", "P", "C", "C", "C", "C", "C", "O", "C", "N", "S", "N", "C", "H", "H", "H", "H", "H", "H", "H", "H", "H"],
  "xyz": [[-5.74031, -3.85348, 1.01348], [-4.57625, -3.64860, 1.85977], [-3.51985, -4.56464, 1.42693], [-4.54995, -3.24569, 3.54531], [-3.18676, -2.56238, 3.46505], [-5.39878, -1.75191, 3.77440], [-6.22740, -1.14667, 2.74839], [-4.67736, -0.69396, 4.48393], [-6.08143, -4.10378, 3.78415], [-6.89058, -3.69718, 4.95516], [-5.83103, -5.55420, 3.97710], [-6.24419, -4.81037, 1.20530], [-5.44209, -3.85481, -0.03979], [-6.47925, -3.06464, 1.09483], [-3.80140, -5.61374, 1.58409], [-2.58684, -4.39125, 1.96414], [-3.29720, -4.42817, 0.36459], [-5.66077, -0.92546, 1.83606], [-6.67427, -0.21263, 3.10099], [-7.08459, -1.78130, 2.51404], [-3.98259, -0.16359, 3.82174], [-4.11270, -1.10393, 5.32278], [-5.37438, 0.03582, 4.90469], [-6.29565, -3.68967, 5.87262], [-7.73394, -4.37972, 5.09531], [-7.34076, -2.71563, 4.82457], [-5.22640, -5.73949, 4.86983], [-5.30689, -5.98888, 3.12462], [-6.77035, -6.10308, 4.06877], [2.39758, 4.28182, -5.22078], [2.84524, 3.73338, -3.95149], [2.90190, 4.81779, -2.97001], [3.98572, 2.45386, -3.69355], [3.38469, 2.05211, -2.34962], [3.41204, 1.02652, -4.49135], [2.32074, 1.03790, -5.44669], [3.31011, -0.18203, -3.67009], [4.83400, 2.89622, -5.18527], [5.64278, 1.83419, -5.82444], [5.79088, 3.99972, -4.92183], [3.15344, 4.91782, -5.70125], [1.50838, 4.90191, -5.06814], [2.09330, 3.52620, -5.93604], [3.65854, 5.56763, -3.23535], [3.14047, 4.44946, -1.97136], [1.93498, 5.32359, -2.89219], [1.39045, 1.41848, -5.00779], [2.12350, 0.03387, -5.83376], [2.58354, 1.61922, -6.33314], [2.39470, -0.18589, -3.06724], [4.16606, -0.27027, -2.99969], [3.31174, -1.07813, -4.29710], [6.32191, 1.36028, -5.11017], [6.23675, 2.24527, -6.64617], [5.02514, 1.06376, -6.28072], [6.55880, 3.69901, -4.20270], [5.28792, 4.88140, -4.52166], [6.27951, 4.32057, -5.84407], [4.20075, -1.35880, 2.06659], [3.76691, -0.04191, 0.75602], [5.11666, 1.26367, 1.02697], [2.10920, 0.62227, 1.37662], [1.06221, -0.39694, 1.56087], [-0.32857, -0.03827, 2.09094], [-0.59090, 1.35491, 2.42686], [-1.84064, 1.73074, 2.94911], [0.44819, 2.41431, 2.22382], [0.40872, 3.76756, 2.43136], [1.87137, 4.49938, 2.07705], [2.71223, 3.12259, 1.57519], [1.84452, 2.07156, 1.69561], [4.12131, -0.81498, 3.06226], [3.44078, -2.18913, 2.08970], [5.24980, -1.74335, 1.94709], [5.15010, 1.99026, 0.16777], [6.08284, 0.70868, 1.16322], [4.85561, 1.77664, 2.00008], [1.30059, -1.45821, 1.29877], [-1.11552, -0.83442, 2.21363], [-1.76696, 1.56084, 3.91134]],
  "mulliken_charge": [-0.79, 0.07, -1.14, 0.99, -0.79, 0.18, -1.15, -1.26, -0.09, -0.96, -1.13, 0.26, 0.37, 0.17, 0.31, 0.30, 0.37, 0.30, 0.42, 0.34, 0.46, 0.33, 0.35, 0.35, 0.38, 0.28, 0.39, 0.27, 0.42, -0.81, 0.11, -1.07, 0.93, -0.71, 0.22, -1.19, -1.05, -0.10, -0.98, -1.14, 0.27, 0.37, 0.17, 0.30, 0.23, 0.38, 0.29, 0.42, 0.33, 0.32, 0.29, 0.34, 0.34, 0.39, 0.28, 0.39, 0.26, 0.42, -1.03, 0.32, -1.00, 0.31, -0.82, -0.59, -0.25, -0.51, 0.77, -0.67, 0.13, -0.54, 0.88, 0.31, 0.31, 0.34, 0.15, 0.37, 0.38, 0.27, 0.47, 0.33]
}

{
  "formula": "C3H5NO2S2",
  "method": "ωB97M-V/def2-TZVPD",
  "de_lowest_kj_mol": 455.99,
  "homo_lumo_gap_ev": [7.010, 6.671],
  "s2": 2.006,
  "spin_multiplicity": 3,
  "elements": ["C", "C", "C", "N", "O", "O", "S", "S", "H", "H", "H", "H", "H"],
  "xyz": [[-2.04347, -1.08143, 0.48686], [-1.19336, -0.27570, -0.07064], [2.25753, -0.40416, 0.81208], [-0.77726, 0.68402, -0.76987], [-1.22919, 1.89186, -0.10597], [-0.12529, 0.77141, -1.79966], [2.25198, -1.23082, -0.73687], [1.98149, 1.17480, 0.91024], [-2.98283, -1.22933, 0.16442], [-1.78013, -1.74034, 1.16821], [2.55763, -1.08323, 1.69303], [1.85998, -0.18166, -1.26378], [-0.77707, 2.70457, -0.48806]],
  "lowdin_spin": [0.00, 0.00, 0.66, 0.00, 0.01, 0.01, 0.22, 1.03, 0.00, 0.00, 0.05, 0.01, 0.00]
}

{
  "formula": "C48H46BiBrN4O5P",
  "method": "ωB97M-V/def2-TZVPD",
  "de_lowest_kj_mol": 82.24,
  "homo_lumo_gap_ev": 7.800,
  "charge": 1,
  "elements": ["Bi", "C", "C", "C", "C", "C", "C", "C", "N", "N", "C", "C", "C", "C", "C", "C", "N", "C", "C", "C", "C", "C", "C", "N", "H", "H", "H", "H", "H", "H", "H", "H", "H", "H", "H", "H", "H", "H", "H", "H", "H", "H", "H", "H", "C", "O", "C", "C", "C", "C", "C", "C", "O", "C", "O", "C", "H", "H", "H", "H", "H", "H", "H", "H", "H", "Br", "C", "C", "C", "C", "C", "C", "C", "O", "O", "H", "H", "H", "H", "C", "P", "C", "C", "C", "C", "C", "C", "C", "C", "C", "C", "C", "C", "H", "H", "H", "H", "H", "H", "H", "H", "H", "H", "H", "H", "H"],
  "xyz": [[-0.51022, 0.82670, -0.74493], [2.48799, 0.71533, 0.60116], [3.22669, 0.66322, -0.74247], [2.70578, -0.29478, -1.79497], [3.55081, -1.26017, -2.32137], [3.12685, -2.04000, -3.38722], [1.86764, -1.82513, -3.91235], [1.06217, -0.88070, -3.30013], [1.45760, -0.14091, -2.26308], [1.35892, 1.68234, 0.71022], [1.70720, 3.07235, 0.35082], [1.66624, 3.41611, -1.11858], [2.22113, 4.60548, -1.57046], [2.05921, 4.95087, -2.89856], [1.37295, 4.09071, -3.74523], [0.87978, 2.91438, -3.22006], [1.01995, 2.58928, -1.93131], [0.87580, 1.64806, 2.11125], [-0.55552, 2.09320, 2.27843], [-0.93708, 3.00585, 3.24588], [-2.28065, 3.32333, 3.37419], [-3.20244, 2.71741, 2.53684], [-2.74168, 1.81949, 1.59346], [-1.45263, 1.50737, 1.48191], [2.06492, -0.26797, 0.81401], [3.21501, 0.95705, 1.38488], [3.26998, 1.65476, -1.19339], [4.25654, 0.37896, -0.52895], [4.54541, -1.38251, -1.91320], [3.77921, -2.79350, -3.80867], [1.50767, -2.38379, -4.76430], [0.05886, -0.68879, -3.66547], [0.96223, 3.72241, 0.81893], [2.68845, 3.33107, 0.76755], [2.74189, 5.25945, -0.88343], [2.45579, 5.88704, -3.26888], [1.21674, 4.33006, -4.78734], [0.32910, 2.20963, -3.83062], [0.93475, 0.61176, 2.45198], [1.53117, 2.24780, 2.75073], [-0.19240, 3.46527, 3.88209], [-2.60097, 4.04273, 4.11595], [-4.25714, 2.94153, 2.60552], [-3.41502, 1.33105, 0.89798], [3.20996, -5.17627, 0.06497], [2.36240, -5.34474, -1.06256], [1.36841, -4.45472, -1.24133], [0.45887, -4.76474, -2.27600], [-0.59957, -3.93480, -2.48898], [-0.79386, -2.73441, -1.76250], [-1.99930, -1.96455, -1.96261], [-3.20183, -2.60088, -2.61334], [-2.14734, -0.78553, -1.58323], [0.17531, -2.38462, -0.76480], [0.12607, -1.30885, -0.04324], [1.22490, -3.29702, -0.51073], [3.92325, -5.99375, 0.02864], [2.63403, -5.23025, 0.99150], [3.74654, -4.22585, 0.02075], [0.61370, -5.66083, -2.86004], [-1.29214, -4.19725, -3.27626], [-3.62545, -3.35112, -1.94193], [-2.95424, -3.10023, -3.54772], [-3.94451, -1.83066, -2.80182], [1.91552, -3.03693, 0.27826], [-0.75919, 6.28587, -0.22788], [-1.51363, 5.89288, -1.92918], [-1.62584, 6.98127, -2.78304], [-2.22512, 6.83557, -4.02359], [-2.73439, 5.60400, -4.40629], [-2.58721, 4.51691, -3.56418], [-1.96029, 4.62951, -2.32156], [-1.69928, 3.34859, -1.57880], [-1.21623, 3.36133, -0.42649], [-1.91221, 2.26177, -2.20011], [-1.25064, 7.94394, -2.46523], [-2.29906, 7.68888, -4.68482], [-3.23897, 5.49024, -5.35616], [-2.95167, 3.54023, -3.85012], [-2.95600, -1.32229, 3.62019], [-1.50359, -1.50772, 2.49003], [-1.54513, -3.34298, 2.35320], [-1.10919, -4.21270, 3.35199], [-1.20330, -5.58562, 3.17986], [-1.72851, -6.11050, 2.00477], [-2.17607, -5.25562, 1.00959], [-2.09025, -3.88190, 1.19155], [-0.10998, -1.30246, 3.66329], [1.14060, -1.80641, 3.28710], [2.25336, -1.62133, 4.08971], [2.13905, -0.92384, 5.28863], [0.91003, -0.40667, 5.66502], [-0.20684, -0.58875, 4.85402], [-2.87859, -1.95970, 4.50181], [-3.84325, -1.61049, 3.05518], [-3.08079, -0.28200, 3.92847], [-0.68898, -3.82035, 4.27072], [-0.86760, -6.24891, 3.96675], [-1.79404, -7.18247, 1.87177], [-2.58662, -5.65639, 0.09124], [-2.45071, -3.21126, 0.42001], [1.22061, -2.35402, 2.35382], [3.21159, -2.02858, 3.79118], [3.00131, -0.79672, 5.92990], [0.81333, 0.13214, 6.59902], [-1.15616, -0.16931, 5.16275]],
  "mulliken_charge": [3.05, -0.46, -1.57, 0.77, -1.11, -0.66, -1.20, -0.27, 0.57, 1.03, -1.98, 0.71, -1.24, -0.57, -0.97, -0.48, 0.91, -0.21, 1.05, -0.87, -0.90, -1.16, -0.60, 0.92, -0.18, 0.75, 0.30, 0.57, 0.52, 0.43, 0.47, 0.67, 0.57, 0.64, 0.50, 0.47, 0.48, 0.33, -1.49, 0.64, 0.61, 0.52, 0.58, 0.45, -0.74, -0.49, 0.72, -1.36, -0.98, 0.16, 0.20, -1.60, -0.51, 1.10, 0.03, -0.16, 0.29, 0.29, 0.24, 0.55, 0.24, 0.27, 0.47, 0.43, -0.29, -0.13, 0.21, -0.66, -0.56, -0.66, -0.49, 0.41, 0.91, -0.20, -0.84, 0.44, 0.42, 0.42, 0.45, -1.74, 1.79, 0.35, -0.61, -0.72, -0.73, -0.21, -0.49, -0.26, -0.44, -0.53, -0.74, -0.70, -0.65, 0.46, 0.44, 0.50, 0.42, 0.45, 0.41, 0.40, 0.11, 0.56, 0.50, 0.41, 0.46, 0.41]
}

{
  "formula": "C4H11NO",
  "method": "ωB97M-V/def2-TZVPD",
  "de_lowest_kj_mol": 94.95,
  "homo_lumo_gap_ev": 10.723,
  "smiles": "NCCCCO",
  "elements": ["N", "C", "C", "C", "C", "O", "H", "H", "H", "H", "H", "H", "H", "H", "H", "H", "H"],
  "xyz": [[0.34483, 1.36641, 1.68970], [-0.53541, 0.25147, 1.29921], [0.27232, -0.86216, 0.61775], [0.84972, -0.39601, -0.73349], [-0.15319, 0.12524, -1.72114], [-1.16914, -0.85124, -2.02001], [0.42568, 2.01102, 0.91968], [-0.11200, 1.90018, 2.41851], [-0.94913, -0.18243, 2.20899], [-1.41053, 0.48311, 0.69317], [-0.39204, -1.72338, 0.50432], [1.12122, -1.11840, 1.25478], [1.47585, -1.15285, -1.19888], [1.58827, 0.35700, -0.45392], [0.29379, 0.36344, -2.68971], [-0.63231, 1.03534, -1.34618], [-1.01792, -1.60672, -1.44278]],
  "mulliken_charge": [-0.62, -0.53, -0.45, -0.94, -0.35, -0.50, 0.23, 0.23, 0.42, 0.28, 0.32, 0.33, 0.32, 0.42, 0.30, 0.22, 0.31]
}